(1)
An isolated molecule of C3H2ClNOS. Source: the OMol25 dataset; level of theory: the ωB97M-V functional and the def2-TZVPD basis.

The geometry in XYZ format:
```
9
Properties=species:S:1:pos:R:3:forces:R:3:lowdin_charge:R:1
S -1.5294 -0.9038 2.1298 0.610 0.417 -1.469 0.593
C -0.7888 -0.4528 0.6909 -1.594 -0.735 1.123 -0.824
N 0.3777 0.2265 0.5542 -1.078 -0.868 -0.698 0.054
C 0.7252 0.2585 -0.7682 -1.221 0.277 -2.044 -0.691
Cl 1.9990 1.2800 -1.3415 -0.406 -0.711 0.231 0.696
C -0.3151 -0.3108 -1.4570 1.265 0.845 0.040 -0.097
O -1.2867 -0.7445 -0.5942 1.738 0.592 1.837 -0.001
H 0.9432 0.4780 1.3208 0.510 0.212 0.858 0.140
H -0.5334 -0.3763 -2.5107 0.174 -0.029 0.123 0.129
```
Forces are in eV/Å.

**Energy relative to the best compared isomer or geometry (same formula, charge and spin)**: 26.6 kJ/mol
**SMILES string**: S=c1[nH]c(Cl)co1
**Net charge**: 0
**Maximum force**: 2.597 eV Å⁻¹

=====

(2)
A 6-piece molecular cluster, C18H43ClN6O4 overall. Source: the OMol25 dataset; level of theory: the ωB97M-V functional and the def2-TZVPD basis.

The geometry in XYZ format:
```
72
Properties=species:S:1:pos:R:3:forces:R:3:lowdin_charge:R:1
C 5.2109 3.1373 -5.2378 0.958 0.073 -0.907 0.022
C 3.9984 2.3908 -5.6274 -3.390 4.026 -0.280 -0.340
O 3.0070 3.0489 -5.9715 2.737 -4.283 0.955 0.161
N 4.0941 0.8678 -5.4656 -0.595 -0.730 1.318 0.111
H 4.0124 0.2396 -6.2523 -0.489 0.318 -1.033 0.188
H 5.0287 0.6960 -5.1233 0.550 0.011 0.002 0.154
C 3.1685 0.3904 -4.3509 -0.781 -0.038 0.378 0.032
H 5.1837 3.8373 -6.0729 0.887 0.172 -0.204 0.121
H 6.1326 2.5556 -5.2234 0.026 0.131 -0.068 0.097
H 5.1963 3.8393 -4.4041 -0.654 -0.537 0.408 0.119
H 2.1634 0.7605 -4.5533 0.315 0.648 0.270 0.109
H 3.6162 0.6823 -3.4009 -0.430 0.476 -0.133 0.111
H 2.9851 -0.6793 -4.2497 0.874 -0.241 -0.784 0.109
C 5.0567 3.0107 2.2048 0.421 -0.523 0.393 0.032
C 6.2188 2.2511 2.8495 0.483 4.424 4.405 -0.337
O 6.7516 2.6565 3.9208 -1.722 -2.886 -5.172 0.144
N 6.5125 0.9278 2.2722 1.229 -0.868 0.928 0.091
H 6.3314 0.8044 1.2863 -1.308 0.271 -0.419 0.186
H 7.4916 0.6813 2.2466 1.042 0.451 0.808 0.188
C 5.8565 -0.0974 3.1601 -1.557 -0.699 -0.855 0.040
H 4.2303 2.3335 1.9888 -0.081 -0.153 -0.114 0.085
H 5.3138 3.5222 1.2773 0.283 -0.115 -0.026 0.102
H 4.7188 3.7534 2.9276 0.186 -0.077 -0.082 0.104
H 6.2174 -0.1033 4.1886 0.558 0.096 -0.483 0.124
H 5.8999 -1.0313 2.5997 0.425 -0.202 0.546 0.116
H 4.7901 0.1270 3.1802 0.001 0.253 0.040 0.107
C -0.9582 5.4108 3.7484 -1.596 -0.819 -0.969 0.033
C -2.2966 4.9200 3.0253 1.635 4.764 -4.829 -0.261
O -2.6555 5.4171 1.9106 0.677 -3.881 6.213 0.135
N -2.9575 3.7664 3.8005 0.127 -1.099 -1.108 0.103
H -2.4749 3.6498 4.6800 0.522 0.069 0.331 0.158
H -3.8975 4.0155 4.0734 -0.799 0.160 -0.304 0.182
C -2.9213 2.4304 3.0067 -0.435 0.987 -1.535 0.047
H -0.4001 6.2096 3.2602 -0.840 0.123 -0.469 0.099
H -0.2977 4.5520 3.6284 0.121 -0.265 0.838 0.088
H -1.1938 5.7523 4.7564 0.256 -0.512 0.217 0.093
H -3.3378 2.6927 2.0342 -0.033 0.188 -0.020 0.100
H -3.5733 1.6241 3.3426 0.311 0.388 0.910 0.106
H -1.8978 2.1391 2.7709 0.049 0.011 0.646 0.106
C 0.0708 -2.7814 4.5924 -1.203 -0.066 0.937 0.042
C -0.6627 -3.7673 5.5513 -1.191 -1.533 -3.176 -0.351
O -1.3389 -4.7159 5.1879 1.851 2.557 1.428 0.175
N -0.5948 -3.5318 7.0392 0.870 -1.123 -1.137 0.100
H -0.5378 -2.5508 7.2729 -0.134 0.320 0.331 0.179
H -1.4331 -4.0017 7.3498 -0.618 0.179 0.697 0.182
C 0.5872 -4.3223 7.5247 0.208 -0.777 1.276 0.032
H 1.1109 -3.0092 4.3593 -0.143 -0.263 0.213 0.101
H -0.0092 -1.7671 4.9833 0.318 0.044 0.273 0.081
H -0.5236 -2.7427 3.6795 0.200 -0.438 -0.074 0.102
H 1.5109 -4.0560 7.0109 -0.270 0.184 0.103 0.116
H 0.3804 -5.3885 7.4323 -0.155 0.112 -0.715 0.122
H 0.6513 -4.2385 8.6096 0.268 0.652 -0.081 0.117
C -6.7871 -3.2908 -7.0263 -1.683 0.457 -1.030 -0.066
C -6.4912 -3.8912 -5.6894 0.057 -0.994 -0.660 -0.173
N -5.7901 -2.9075 -4.8694 3.085 -0.345 -0.374 -0.064
C -6.3806 -2.0199 -4.0506 0.424 0.409 1.151 -0.004
C -5.3786 -1.3278 -3.4269 1.122 0.209 0.106 0.013
N -4.1222 -1.7872 -3.8828 -3.520 -1.386 -3.290 -0.087
C -4.4269 -2.7211 -4.8598 -1.709 0.367 1.644 0.057
C -2.8480 -1.1720 -3.6314 0.287 -0.212 1.649 0.000
H -7.3981 -3.9156 -7.6778 0.107 -0.604 0.305 0.095
H -5.9659 -2.9941 -7.6787 0.343 0.108 0.591 0.090
H -7.4802 -2.4649 -6.8661 0.330 0.509 -0.135 0.087
H -5.9460 -4.8259 -5.8207 0.679 0.281 0.362 0.134
H -7.3745 -4.2335 -5.1502 -0.176 0.494 -0.031 0.139
H -7.4530 -2.0497 -3.9265 0.133 0.357 0.120 0.154
H -5.3547 -0.5127 -2.7187 -0.429 -0.166 -0.024 0.135
H -3.7999 -3.3391 -5.4854 0.369 0.294 0.258 0.167
H -2.8611 -0.0875 -3.7396 -0.016 -0.197 -0.704 0.109
H -2.0569 -1.7119 -4.1518 -0.150 0.373 -0.081 0.108
H -2.7294 -1.3231 -2.5584 0.636 -0.013 0.066 0.106
Cl 1.1083 0.2663 0.4104 0.148 0.100 0.195 -0.965
```
Forces are in eV/Å.

**Energy relative to the best compared isomer or geometry (same formula, charge and spin)**: 150.2 kJ/mol
**Net charge**: +4
**Maximum force**: 7.357 eV Å⁻¹

=====

(3)
C6H24N13O9Tl as an isolated structure. Source: the OMol25 dataset; level of theory: the ωB97M-V functional and the def2-TZVPD basis.

The geometry in XYZ format:
```
53
Properties=species:S:1:pos:R:3:forces:R:3:lowdin_charge:R:1
Tl 0.5546 0.3679 -0.9926 -0.076 0.122 -0.036 0.940
N 0.7140 -3.6775 3.2443 -0.079 2.813 0.682 -0.597
O 0.3132 -4.7756 3.1804 -0.747 -3.313 0.166 0.268
O 0.9728 -3.1398 4.3331 0.254 -0.083 -1.027 0.210
O 0.7573 -3.0348 2.1903 0.599 0.697 0.096 0.212
C -0.5414 4.6798 -4.6111 2.227 -0.566 -1.176 -0.765
O 0.0982 4.0546 -3.7845 -0.444 -1.040 1.024 0.009
N -0.7559 4.3016 -5.8629 -0.864 -1.353 -2.332 0.159
N -0.8302 5.9560 -4.4665 -0.841 2.301 2.321 0.153
H -0.4907 3.3998 -6.2323 -0.037 0.325 0.267 0.118
H -1.1809 4.9814 -6.4772 0.099 -0.613 -0.137 0.106
H -0.7354 6.1704 -3.4841 -0.141 1.058 -0.333 0.117
H -1.2029 6.5889 -5.1598 0.031 -0.248 0.460 0.116
C 3.1111 1.3497 4.4044 -1.042 -2.453 -2.324 -0.804
O 2.4504 1.1651 3.4049 -1.798 -0.684 -2.112 0.095
N 3.5659 2.4831 4.7201 1.436 5.289 1.700 0.206
N 3.5274 0.3913 5.1653 0.922 -3.866 2.789 0.190
H 3.1624 3.2573 4.2122 0.298 0.266 0.472 0.145
H 3.7816 2.5150 5.7063 0.176 1.281 -0.233 0.133
H 4.0510 0.6013 6.0030 -0.057 -0.258 -0.187 0.126
H 3.1620 -0.5475 5.0926 0.006 0.344 -0.140 0.124
C 0.3155 -5.1197 -2.8564 -0.360 -0.573 -1.948 -0.738
O 0.8111 -4.1087 -2.4429 0.609 2.041 0.898 0.066
N 0.1059 -5.4061 -4.1524 -0.184 -0.230 -2.437 0.170
N -0.1149 -6.1141 -2.1010 -0.324 -1.076 2.445 0.178
H -0.1101 -6.3506 -4.4376 -0.073 0.263 0.140 0.110
H 0.1110 -4.7507 -4.9209 0.403 0.177 0.564 0.120
H 0.0230 -5.9293 -1.1176 -0.072 -0.743 -0.031 0.121
H -0.2959 -7.0359 -2.4719 -0.021 0.239 0.439 0.122
C 5.6352 -2.5865 0.1296 -0.943 1.604 0.420 -0.766
O 4.8619 -1.7082 -0.1522 -2.858 1.656 -0.036 0.107
N 6.4929 -2.9574 -0.7384 3.990 -2.081 -3.449 0.209
N 5.7557 -3.1550 1.3115 0.115 -1.206 3.101 0.203
H 6.4530 -2.6652 -1.7044 -0.111 0.235 0.360 0.144
H 7.3312 -3.4418 -0.4511 -0.173 -0.156 -0.295 0.133
H 5.1468 -2.8826 2.0698 0.115 0.210 -0.277 0.124
H 6.6957 -3.4002 1.5877 -0.224 -0.247 0.183 0.124
C -4.7804 2.8769 -2.1466 2.022 -0.296 0.153 -0.799
O -3.7276 2.3203 -1.8905 2.396 0.114 0.249 0.023
N -4.9353 4.1249 -2.4854 0.198 3.657 -1.044 0.188
N -5.8343 2.1553 -2.0476 -4.618 -3.467 0.464 0.169
H -5.8232 4.5395 -2.7301 0.171 -0.303 0.124 0.121
H -4.1232 4.7001 -2.6580 -0.119 -0.275 0.137 0.120
H -5.6130 1.1905 -1.8466 -0.305 0.154 -0.033 0.123
H -6.7757 2.3369 -2.3653 0.342 0.332 -0.014 0.123
C -3.6896 0.7169 3.3477 2.027 -0.552 0.980 -0.776
O -2.7507 0.5964 2.5949 1.119 0.084 -3.006 0.093
N -4.8469 1.2550 3.2173 -3.050 1.826 -2.820 0.202
N -3.4904 0.3386 4.5694 0.583 -1.639 4.487 0.193
H -5.5273 1.2548 3.9637 -0.036 0.112 -0.668 0.135
H -5.0157 1.5507 2.2664 -0.871 0.312 0.351 0.137
H -4.1657 0.6436 5.2557 0.666 -0.375 0.460 0.126
H -2.6036 -0.0765 4.8171 -0.335 0.182 0.166 0.134
```
Forces are in eV/Å.

**Energy relative to the best compared isomer or geometry (same formula, charge and spin)**: 171.2 kJ/mol
**Net charge**: +2
**Maximum force**: 5.794 eV Å⁻¹